Entry 1:
Below is 2 unconnected molecules or ions with the total composition C5H12N2O3 at a distorted geometry, with properties calculated with the ωB97M-V functional and the def2-TZVPD basis.

Results
relative energy (zero: lowest compared OMol25 entry of this formula, charge and spin)	504.3	kJ/mol
LUMO energy (spin up / spin down)	-0.42 / -0.42	eV
Kohn-Sham gap (spin up / spin down)	8.33 / 8.33	eV
maximum force	0.090	hartree/bohr
total charge	0
structure (SMILES)	C/C(N)=N/O.COC(C)=O

```
22
C5H12N2O3, DFT the ωB97M-V functional and the def2-TZVPD basis
C -1.950 -0.679 -1.283
C -1.308 0.077 -0.131
N -1.983 -0.112 1.089
N -0.899 1.325 -0.465
O -1.273 2.285 0.430
H -1.760 -1.743 -1.136
H -3.026 -0.512 -1.284
H -1.520 -0.390 -2.238
H -1.579 0.442 1.834
H -1.965 -1.089 1.354
H -0.932 3.104 0.042
C 2.429 0.593 1.407
O 1.161 0.589 0.805
C 0.566 -0.770 0.104
C 1.211 -0.798 -1.263
O 0.376 -1.723 0.821
H 3.176 0.982 0.704
H 2.393 1.227 2.300
H 2.789 -0.402 1.694
H 0.920 0.097 -1.810
H 0.879 -1.678 -1.812
H 2.293 -0.826 -1.162
```

=====

Entry 2:
Below is 2 unconnected molecules or ions with the total composition C5H12N2O3 at a distorted geometry, with properties calculated with the ωB97M-V functional and the def2-TZVPD basis.

Results
relative energy (zero: lowest compared OMol25 entry of this formula, charge and spin)	60.9	kJ/mol
LUMO energy	0.41	eV
Kohn-Sham gap	9.39	eV
maximum force	0.048	hartree/bohr
total charge	0
structure (SMILES)	CN(C)C(N)=O.CC(=O)O

```
22
C5H12N2O3, DFT the ωB97M-V functional and the def2-TZVPD basis
C 1.513 0.394 3.224
N 0.543 0.150 2.177
C -0.859 0.176 2.546
C 0.954 -0.079 0.903
N -0.011 -0.462 0.011
O 2.129 0.055 0.539
H 1.335 -0.286 4.070
H 2.519 0.223 2.832
H 1.445 1.431 3.589
H -0.956 0.665 3.521
H -1.449 0.751 1.818
H -1.287 -0.836 2.628
H -0.933 -0.764 0.286
H 0.337 -0.894 -0.882
C -1.468 0.008 -3.526
C -0.062 0.376 -3.140
O 0.345 1.511 -3.054
O 0.872 -0.661 -3.180
H -2.130 0.865 -3.376
H -1.486 -0.288 -4.585
H -1.817 -0.847 -2.931
H 0.466 -1.488 -3.469
```

=====

Entry 3:
Below is a single C5H12N2OS molecule at a distorted geometry, with properties calculated with the ωB97M-V functional and the def2-TZVPD basis.

Results
relative energy (zero: lowest compared OMol25 entry of this formula, charge and spin)	464.7	kJ/mol
LUMO energy (spin up / spin down)	0.86 / 0.51	eV
Kohn-Sham gap (spin up / spin down)	8.14 / 8.41	eV
maximum force	0.086	hartree/bohr
total charge	0

```
21
C5H12N2OS, DFT the ωB97M-V functional and the def2-TZVPD basis
C -1.761 0.811 1.047
C -1.901 0.164 -0.330
C -0.453 1.526 1.258
C -1.118 -1.161 -0.496
C 2.856 -0.594 -1.369
N 1.729 0.918 0.826
N 1.541 -0.884 -0.760
O 0.656 0.713 1.618
S 0.270 -0.886 -1.701
H -2.541 1.593 1.213
H -1.825 0.087 1.819
H -2.964 -0.068 -0.476
H -1.734 0.921 -1.114
H 0.073 2.093 0.549
H -0.463 2.171 2.120
H -0.693 -1.771 0.425
H -1.579 -1.860 -1.154
H 3.425 -1.459 -1.534
H 2.754 -0.005 -2.315
H 3.318 -0.036 -0.678
H 2.553 0.366 0.979
```

=====

Entry 4:
Below is a molecular structure, C5H12N2S at a distorted geometry, with properties calculated with the ωB97M-V functional and the def2-TZVPD basis.

Results
relative energy (zero: lowest compared OMol25 entry of this formula, charge and spin)	249.0	kJ/mol
LUMO energy	0.90	eV
Kohn-Sham gap	9.18	eV
maximum force	0.174	hartree/bohr
total charge	0

```
20
C5H12N2S, DFT the ωB97M-V functional and the def2-TZVPD basis
C 3.785 0.525 -0.059
C 0.232 -0.595 -0.109
C -1.093 -0.065 -0.042
C -1.842 -0.580 -1.236
C -1.928 -0.514 1.220
H 3.475 1.273 0.715
H 4.889 0.413 0.103
H 3.816 1.146 -0.920
H 0.210 -1.679 0.022
H -1.370 -0.424 -2.233
H -1.891 -1.780 -1.341
H -2.761 -0.118 -1.279
H -3.067 -0.363 1.258
H -1.579 0.047 2.116
H -1.767 -1.642 1.391
H -1.707 1.883 0.484
H -0.136 1.849 0.103
N 1.277 0.204 -0.111
N -1.120 1.289 -0.144
S 2.577 -0.869 0.062
```

=====

| no. | molecular weight (Da) |
| --- | --- |
| 1 | 148.16 |
| 2 | 148.16 |
| 3 | 148.23 |
| 4 | 132.23 |